Record 1
10
Properties=species:S:1:pos:R:3 method="wB97M-V/def2-TZVPD" e_homo_ev=-8.438 energy_ha=-342.36532 smiles="O=C/C(O)=C/O" de_lowest_kcal_mol=56.9 e_lumo_ha=0.0095 gap_ev=8.697
O -1.24 1.60 0.78
C -0.82 0.56 1.29
C 0.07 -0.24 0.51
O 0.47 -1.48 0.90
C 0.27 0.34 -0.73
O 0.55 -0.43 -1.80
H -1.06 0.23 2.31
H 0.47 -2.07 0.14
H 0.43 1.40 -0.84
H 0.85 0.10 -2.54



Record 2
10
Properties=species:S:1:pos:R:3 method="wB97M-V/def2-TZVPD" e_homo_ev=-10.544 energy_ha=-342.39630 smiles="O=CC(=O)CO" de_lowest_kcal_mol=37.4 e_lumo_ha=-0.0330 gap_ev=9.646
O -2.01 -1.44 0.29
C -1.72 -0.33 -0.09
C -0.31 0.28 -0.15
O -0.30 1.42 -0.59
C 1.00 -0.35 0.27
O 2.04 0.56 0.04
H -2.45 0.41 -0.47
H 1.18 -1.28 -0.29
H 0.97 -0.63 1.33
H 1.61 1.36 -0.33



Record 3
10
Properties=species:S:1:pos:R:3 method="wB97M-V/def2-TZVPD" e_homo_ev=-10.792 energy_ha=-342.41234 smiles="O=C1OCCO1" de_lowest_kcal_mol=27.4 e_lumo_ha=0.0234 gap_ev=11.429
O 1.00 -0.52 2.47
C 0.55 -0.28 1.38
O -0.40 0.65 1.08
C -0.91 0.37 -0.25
C 0.43 -0.12 -0.87
O 1.03 -0.82 0.31
H -1.71 -0.45 -0.43
H -1.33 1.38 -0.79
H 0.24 -0.87 -1.64
H 1.11 0.66 -1.26



Record 4
10
Properties=species:S:1:pos:R:3 method="wB97M-V/def2-TZVPD" e_homo_ev=-10.021 energy_ha=-342.38945 smiles="O=CC(O)C=O" de_lowest_kcal_mol=41.7 e_lumo_ha=0.0020 gap_ev=10.076
O 2.01 -0.03 1.22
C 1.03 -0.50 0.69
C 0.27 0.19 -0.44
O -0.12 -0.75 -1.41
C -0.98 0.85 0.15
O -1.76 0.19 0.80
H 0.60 -1.47 0.99
H 0.92 0.92 -0.92
H -0.80 -1.32 -1.02
H -1.17 1.92 -0.06